The following is a DFT calculation (ωB97M-V/def2-TZVPD) of a molecular structure, C6H29O16 in a non-equilibrium geometry.

Output
HOMO energy in eV: 1.46
ΔE to the lowest compared entry with this formula, charge and spin in kJ/mol: 2633.25
HOMO-LUMO gap in eV: 4.94
Total charge: -3
Total energy in Ha: -1448.8372

Geometry (Å):
C: 0.171 -0.548 0.289
C: 0.295 0.765 -0.428
O: 1.032 1.697 -0.040
O: -0.295 0.774 -1.559
H: -0.815 -0.599 0.751
H: 0.944 -0.815 1.009
H: 0.126 -1.298 -0.500
C: -2.375 0.997 0.039
C: -3.749 0.421 0.255
O: -4.041 -0.528 -0.478
O: -4.423 0.849 1.177
H: -1.835 0.620 -0.829
H: -1.745 0.773 0.900
H: -2.534 2.072 -0.047
C: -0.216 -2.807 0.336
C: -1.022 -4.015 0.676
O: -1.899 -4.498 -0.063
O: -0.882 -4.525 1.825
H: 0.155 -2.660 -0.678
H: 0.708 -2.845 0.913
H: -0.718 -1.914 0.708
O: -0.647 -0.943 -2.516
H: -0.430 -0.363 -1.786
H: 0.154 -1.442 -2.673
O: 1.325 2.191 1.852
H: 0.603 1.757 1.397
H: 1.559 2.926 1.285
O: 1.989 -1.318 -1.271
H: 2.342 -1.650 -0.446
H: 1.592 -0.478 -1.042
O: 2.087 -0.700 2.463
H: 2.810 -1.290 2.678
H: 1.334 -1.278 2.344
O: -0.490 0.194 2.785
H: -0.647 -0.187 3.649
H: -0.608 -0.535 2.176
O: -0.993 2.727 -0.478
H: -0.089 2.586 -0.198
H: -1.325 1.850 -0.669
O: 2.709 1.890 -1.006
H: 3.364 1.705 -0.333
H: 1.930 1.412 -0.722
O: 2.790 0.350 0.667
H: 1.889 0.641 0.526
H: 2.712 -0.386 1.274
O: -2.096 1.211 -2.400
H: -1.562 1.617 -3.083
H: -1.492 0.631 -1.936
O: 1.047 1.549 -2.517
H: 0.832 2.435 -2.226
H: 0.429 0.986 -2.050


The following is a DFT calculation (ωB97M-V/def2-TZVPD) of a molecular structure, C6H2Cl3LuOS4 in a non-equilibrium geometry.

Output
HOMO energy in eV: -8.41
HOMO-LUMO gap in eV: 7.59
Total energy in Ha: -4514.0542

Geometry (Å):
Lu: -2.712 -0.190 -0.182
Cl: 4.318 -0.399 2.101
C: 2.867 -0.139 1.122
C: 2.951 -0.078 -0.289
C: 1.787 0.067 -0.936
Cl: 1.920 0.349 -2.639
C: 0.476 0.124 -0.333
O: -0.694 -0.022 -0.901
C: 0.564 0.074 1.069
Cl: -0.915 0.051 1.932
C: 1.701 -0.035 1.822
H: 3.956 -0.040 -0.744
H: 1.665 -0.132 2.936
S: -3.827 -0.317 -2.550
S: -4.363 -1.810 -1.232
S: -4.711 1.180 0.446
S: -4.984 1.318 -1.622


The following is a DFT calculation (ωB97M-V/def2-TZVPD) of C6H2ClN3OS in the gas phase in a non-equilibrium geometry.

Output
HOMO energy (alpha / beta) in eV: -8.38 / -8.25
HOMO-LUMO gap (alpha / beta) in eV: 6.22 / 5.59
Total energy in Ha: -1327.4000

Geometry (Å):
C: -0.054 0.563 -0.153
C: -0.520 -0.752 0.085
C: -2.325 1.936 -0.180
C: -3.304 1.230 0.235
C: -0.767 1.704 -0.250
C: -1.636 -1.365 -0.216
N: -2.287 3.411 -0.212
N: -0.230 2.915 -0.353
N: -1.135 3.780 -0.308
O: -3.912 -2.298 0.223
S: -2.874 -2.211 -0.830
Cl: -4.682 0.432 0.515
H: 1.065 0.599 -0.012
H: 0.238 -1.414 0.658


The following is a DFT calculation (ωB97M-V/def2-TZVPD) of C6H2F5N in the gas phase in a non-equilibrium geometry.

Output
SMILES string: Fc1cc(C(F)(F)F)cnc1F
HOMO energy in eV: -10.17
ΔE to the lowest compared entry with this formula, charge and spin in kJ/mol: 0.00
HOMO-LUMO gap in eV: 10.32
Total energy in Ha: -783.9316

Geometry (Å):
F: 0.494 -2.925 1.006
C: 0.373 -1.791 0.291
C: 0.053 -0.599 0.947
C: -0.108 0.552 0.182
C: -0.432 1.918 0.731
F: -0.631 1.855 2.087
F: 0.610 2.750 0.385
F: -1.586 2.317 0.180
C: -0.037 0.483 -1.218
N: 0.276 -0.660 -1.882
C: 0.477 -1.762 -1.140
F: 0.709 -2.914 -1.801
H: -0.034 -0.582 2.016
H: -0.165 1.358 -1.786